The following is a quantum chemistry calculation of a 6-piece molecular cluster, CH14O6 overall, from the Open Molecules 2025 dataset.

ORCA input file:
```
! RIJCOSX wB97M-V def2-TZVPD def2/J DEFGRID3
* xyz 0 1
C -2.56938 0.03499 2.43146
O -1.88843 0.26281 1.16584
H -2.33889 -1.01520 2.60122
H -2.11383 0.72556 3.13263
H -3.63996 0.22559 2.42396
H -2.38194 -0.12190 0.43421
H 2.93935 0.62393 -2.03247
H 1.46525 0.63625 -2.07511
O 2.21992 0.82471 -2.64551
H 0.52709 2.07314 -0.31556
H -0.13704 1.16033 0.66193
O 0.05765 1.22570 -0.28478
H 2.32985 -0.15909 0.85756
H 1.94177 0.94507 0.10447
O 2.78990 0.51527 0.33503
H -0.95344 -0.22337 -1.99253
H -2.12876 -0.76480 -2.79791
O -1.67364 -0.86021 -1.95893
H 0.76297 -1.48185 1.88861
H 0.18218 -1.93893 0.52247
O 0.91502 -2.06525 1.14093
*
```

Orbital gap: 11.27 eV
HOMO energy: -11.09 eV
Relative energy (zero: lowest compared OMol25 entry of this formula, charge and spin): 24.3 kcal per mole
SMILES: CO.O.O.O.O.O

The following is a quantum chemistry calculation of a 7-piece molecular cluster, CH15O7 overall, from the Open Molecules 2025 dataset.

ORCA input file:
```
! RIJCOSX wB97M-V def2-TZVPD def2/J DEFGRID3
* xyz 0 2
C 0.80321 -1.39911 1.11004
O 1.30161 -0.16439 1.61932
H 1.43615 -1.85110 0.36646
H 0.59429 -2.00516 2.02186
H -0.11150 -1.17360 0.68505
H -1.17485 1.98972 1.31329
H -1.53782 2.21534 -0.04726
O -1.71082 2.57902 0.79960
H -0.34006 1.04926 -2.38502
H 0.33962 1.39933 -0.74913
O -0.36698 0.59617 -1.61158
H -1.93413 -0.43182 2.23237
H -1.94283 -0.41601 0.74227
O -2.52235 -0.37764 1.52407
H 1.10264 -0.42827 -1.65633
H 2.47981 0.26542 -1.07943
O 2.02362 -0.59182 -1.43474
H -0.05871 -2.52899 -1.55597
H -1.02144 -1.51968 -0.90529
O -0.93550 -2.52892 -1.16543
H 1.15463 0.50454 0.88613
H 1.43757 2.73575 -0.66637
O 0.98382 2.08195 -0.04391
*
```

Orbital gap (spin up / spin down): 9.81 / 4.60 eV
HOMO energy (spin up / spin down): -10.40 / -10.38 eV
Relative energy (zero: lowest compared OMol25 entry of this formula, charge and spin): 33.9 kcal per mole
<S²>: 0.764

The following is a quantum chemistry calculation of a 6-piece molecular cluster, CH16N2O5 overall, from the Open Molecules 2025 dataset.

ORCA input file:
```
! RIJCOSX wB97M-V def2-TZVPD def2/J DEFGRID3
* xyz 0 1
N 2.08758 -1.50353 -1.42884
C 0.73574 -1.26769 -0.94203
N 0.82052 -0.84296 0.50838
H 2.25725 -1.31133 -2.39684
H 2.42774 -2.42280 -1.19093
H 0.22718 -0.49078 -1.51951
H 0.03593 -2.15630 -0.79422
H 1.05156 -1.74036 0.97319
H 1.58633 -0.17290 0.61114
H -1.49542 -0.72021 0.78678
H -2.15887 0.52690 1.07221
O -2.28143 -0.41833 1.27367
H 2.32758 2.70386 -1.19435
H 1.81134 1.27756 -1.41305
O 1.57984 2.12187 -1.00840
H 0.07685 2.72098 0.11050
H -0.11586 1.27940 0.04002
O -0.63164 2.08671 -0.00729
H 0.70371 -0.00183 3.73241
H 0.12110 1.13752 2.73158
O 0.87796 0.64715 3.05392
H -3.45396 -0.32678 -0.38353
H -4.76746 -0.57910 -1.37025
O -3.82358 -0.54705 -1.24455
*
```

Orbital gap: 10.06 eV
HOMO energy: -9.66 eV
Relative energy (zero: lowest compared OMol25 entry of this formula, charge and spin): 35.3 kcal per mole
SMILES: NCN.O.O.O.O.O

The following is a quantum chemistry calculation of a 8-piece molecular cluster, CH16NO9 overall, from the Open Molecules 2025 dataset.

ORCA input file:
```
! RIJCOSX wB97M-V def2-TZVPD def2/J DEFGRID3
* xyz -1 1
N -0.58583 1.49100 1.65969
C 0.44916 1.36893 0.72895
O 1.18346 2.35856 0.54227
O 0.46178 0.27594 0.08423
H -1.10845 0.66423 1.88028
H -0.79863 2.39997 2.02135
H 0.53920 -1.82083 2.03644
H 1.81168 -1.37117 2.65291
O 1.02797 -1.89027 2.87391
H -0.76183 -0.86185 -0.07679
H -1.04833 -2.29888 -0.66375
O -1.38467 -1.63907 -0.04491
H 3.30268 -0.25541 0.14187
H 1.99099 -1.01294 -0.19856
O 2.93449 -1.14341 -0.03100
H -2.71601 -1.30694 -0.79002
H -3.92631 -0.56628 -0.29693
O -3.65645 -1.05501 -1.08762
H 3.12459 2.13637 0.70910
H 3.00552 1.92239 -0.67297
O 3.68126 1.75238 0.00780
H -2.13230 1.45984 -1.09753
H -2.88418 0.26640 -1.80883
O -2.49581 1.17078 -1.94189
H -0.64950 -0.31148 -2.06269
H 0.74647 -0.64898 -2.27693
O -0.11095 -1.08425 -2.28838
*
```

Orbital gap: 9.52 eV
HOMO energy: -6.31 eV
Relative energy (zero: lowest compared OMol25 entry of this formula, charge and spin): 0.0 kcal per mole

The following is a quantum chemistry calculation of a 7-piece molecular cluster, CH16O6S overall, from the Open Molecules 2025 dataset.

ORCA input file:
```
! RIJCOSX wB97M-V def2-TZVPD def2/J DEFGRID3
* xyz 0 1
C -2.21991 0.55684 2.17360
S -0.45382 0.54937 1.58451
H -2.78168 1.55909 2.55658
H -2.91143 0.24197 1.38373
H -2.39907 -0.20089 3.02079
H 0.00963 -0.46432 2.38564
H 3.48030 0.17821 0.13861
H 3.54833 0.40778 1.38148
O 3.89725 -0.24003 0.79960
H 1.88139 -1.35434 -0.57753
H 0.59496 -1.26785 -1.41308
O 1.49751 -1.65941 -1.37854
H -1.54188 2.81765 -1.71047
H -1.06459 1.40098 -1.26154
O -0.72206 2.27275 -1.56936
H 1.59786 3.01402 0.22839
H 1.24934 2.04176 -0.85843
O 1.62270 2.07867 0.06582
H -2.03460 -0.12945 -1.03935
H -2.42220 0.16851 -2.48069
O -1.72621 -0.35417 -1.98513
H -1.91582 -3.38482 -0.14902
H -0.94684 -3.00922 -1.06530
O -1.28958 -3.86657 -0.79908
*
```

Orbital gap: 9.42 eV
HOMO energy: -9.74 eV
Relative energy (zero: lowest compared OMol25 entry of this formula, charge and spin): 54.1 kcal per mole
SMILES: CS.O.O.O.O.O.O

The following is a quantum chemistry calculation of CH20F3NaO13S as an isolated structure, from the Open Molecules 2025 dataset.

ORCA input file:
```
! RIJCOSX wB97M-V def2-TZVPD def2/J DEFGRID3
* xyz 0 1
Na 0.96601 -0.44156 -2.53023
C -1.04239 -0.97412 1.41739
F -1.71141 -2.05666 1.02474
F -1.85984 -0.17799 1.99142
F -0.13000 -1.27733 2.40845
S -0.14284 -0.00862 -0.07828
O -1.08679 0.34312 -1.14682
O 0.46062 1.12478 0.63980
O 0.90157 -0.93991 -0.61268
O 0.46347 1.28644 -2.73950
H 0.73303 2.00813 -3.30758
H -0.09459 1.69665 -2.07880
O -2.72319 -0.17552 3.75484
H -2.61657 0.29474 2.92797
H -1.96613 -0.75967 3.79805
O -0.99233 -0.58132 -2.87413
H -1.46264 0.00402 -3.46777
H -1.36027 -0.39364 -2.01063
O 2.76647 2.36125 0.08175
H 3.13290 1.74491 0.71585
H 1.82401 2.34500 0.24830
O 2.26430 -1.28719 0.89538
H 1.53713 -1.05090 0.31951
H 1.85693 -1.43149 1.74947
O 1.22786 2.07557 2.00220
H 1.14263 1.28018 1.47655
H 0.37823 2.50893 1.92121
O 0.46050 2.53837 -0.76816
H 0.62890 3.25705 -0.15876
H 0.25873 1.78988 -0.20666
O -2.34382 1.85569 -1.52550
H -1.75722 1.18179 -1.18201
H -2.99225 1.37153 -2.03674
O -1.49453 -4.11453 0.64616
H -2.01162 -3.93821 -0.13982
H -0.60990 -3.82644 0.42106
O 2.69011 -2.46270 -0.83394
H 2.27239 -3.29632 -0.61752
H 2.43253 -1.87390 -0.12457
*
```

Orbital gap: 9.69 eV
HOMO energy: -10.24 eV

Let's list strongest force on any atom in order: 1.6 5.0 2.1 1.0 6.1 14.9 eV/Å.